(1)
Computed, not measured: a 2-piece molecular cluster, C5H16NP2 overall at a distorted geometry, with ωB97M-V/def2-TZVPD.

Positions of all 24 atoms, in Å:
C -3.005 -1.724 -0.013
C -1.697 -0.893 -0.217
C -1.786 0.520 0.221
C -0.557 1.339 -0.252
C 0.794 1.174 0.353
N 1.722 1.846 -0.287
P 3.568 -1.229 -0.172
P 1.039 -0.155 1.601
H -3.712 -1.267 -0.607
H -2.783 -2.827 -0.455
H -3.131 -1.713 1.006
H -0.879 -1.445 0.230
H -1.351 -0.883 -1.279
H -1.926 0.653 1.368
H -2.667 1.148 -0.315
H -0.794 2.388 -0.472
H -0.441 1.173 -1.299
H 4.815 -1.622 -0.542
H 1.444 2.442 -1.086
H 2.736 1.740 -0.222
H 2.960 -1.564 -1.374
H 3.728 0.084 -0.804
H 2.141 0.568 2.416
H -0.220 0.247 2.200

Properties
- total charge = +1
- relative energy (zero: lowest compared OMol25 entry of this formula, charge and spin) (eV) = 1.739
- E_LUMO (hartree) = -0.171
- HOMO-LUMO gap (eV) = 8.71
- HOMO level (eV) = -13.378

These are the natural (NBO) partial charges, in e, on atoms 1 to 8:
1 C -0.58
2 C -0.42
3 C -0.40
4 C -0.54
5 C 0.21
6 N -0.67
7 P 0.03
8 P 0.37

(2)
Computed, not measured: C5H16NSi as an isolated structure at a distorted geometry, with ωB97M-V/def2-TZVPD.

Positions of all 23 atoms, in Å:
C 1.710 0.002 -1.696
C -1.224 -1.040 1.556
C -1.597 -0.690 -1.573
C 1.418 -0.272 -0.219
C 0.536 0.779 0.471
N 0.983 0.800 1.878
Si -1.352 0.249 0.084
H 0.811 0.457 -2.146
H 2.072 -0.860 -2.276
H 2.601 0.706 -1.656
H -0.385 -1.619 1.892
H -1.622 -0.432 2.366
H -1.919 -1.799 1.285
H -1.668 -0.147 -2.593
H -0.593 -1.283 -1.596
H -2.444 -1.381 -1.426
H 0.900 -1.340 -0.088
H 2.336 -0.287 0.338
H 0.965 1.845 -0.264
H 0.555 1.498 2.403
H 0.688 0.009 2.400
H 1.972 0.975 1.879
H -2.251 1.286 0.517

Properties
- total charge = +1
- relative energy (zero: lowest compared OMol25 entry of this formula, charge and spin) (eV) = 1.509
- E_LUMO (hartree) = -0.121
- HOMO-LUMO gap (eV) = 10.84
- HOMO level (eV) = -14.137

These are the natural (NBO) partial charges, in e, on atoms 1 to 8:
1 C -0.63
2 C -1.12
3 C -1.09
4 C -0.44
5 C -0.44
6 N -0.67
7 Si 1.35
8 H 0.22

(3)
Computed, not measured: a 3-piece molecular cluster, C5H16O2S overall at a distorted geometry, with ωB97M-V/def2-TZVPD.

Positions of all 24 atoms, in Å:
C 2.277 -1.707 0.075
C 0.967 -1.418 0.796
C 0.502 0.048 0.645
C -0.317 0.544 1.817
S -2.077 -0.012 1.807
C -2.582 -0.548 0.117
H 2.174 -1.299 -0.955
H 3.236 -1.353 0.446
H 2.431 -2.782 -0.056
H 1.286 -1.558 1.856
H 0.177 -2.154 0.658
H -0.161 0.095 -0.219
H 1.393 0.617 0.366
H 0.077 0.070 2.723
H -0.282 1.618 1.937
H -3.366 -1.285 0.114
H -1.824 -1.085 -0.474
H -2.901 0.269 -0.536
O -1.161 0.626 -2.543
H -1.058 1.477 -2.968
H -0.322 0.672 -2.072
O 0.278 2.943 -1.514
H 0.153 2.784 -0.573
H 1.101 3.438 -1.447

Properties
- total charge = 0
- relative energy (zero: lowest compared OMol25 entry of this formula, charge and spin) (eV) = 1.128
- E_LUMO (hartree) = 0.014
- HOMO-LUMO gap (eV) = 8.81
- HOMO level (eV) = -8.417
- SMILES string = CCCCSC.O.O

These are the natural (NBO) partial charges, in e, on atoms 1 to 8:
1 C -0.61
2 C -0.40
3 C -0.43
4 C -0.50
5 S 0.15
6 C -0.76
7 H 0.19
8 H 0.21

(4)
Computed, not measured: a 4-piece molecular cluster, C5H16O3 overall at a distorted geometry, with ωB97M-V/def2-TZVPD.

Positions of all 24 atoms, in Å:
C 0.471 -1.191 -0.203
C 1.652 -0.668 0.159
C 2.481 0.563 -0.311
C 2.944 0.449 -1.819
C 3.110 1.906 -2.178
H -0.333 -0.837 -0.773
H 0.156 -2.129 0.232
H 2.221 -1.258 0.860
H 1.725 1.488 -0.106
H 3.312 0.619 0.383
H 2.120 0.043 -2.386
H 3.890 -0.119 -1.996
H 3.517 2.153 -3.157
H 2.136 2.375 -2.315
H 3.859 2.379 -1.557
O -1.211 1.457 4.630
H -2.184 1.229 4.838
H -1.342 2.071 3.869
O -4.585 -1.339 1.799
H -4.204 -1.870 2.465
H -4.838 -1.944 0.999
O -5.318 -1.594 -1.085
H -4.352 -1.253 -1.136
H -5.230 -2.529 -1.211

Properties
- total charge = 0
- relative energy (zero: lowest compared OMol25 entry of this formula, charge and spin) (eV) = 2.084
- E_LUMO (hartree) = 0.014
- HOMO-LUMO gap (eV) = 9.94
- HOMO level (eV) = -9.571
- SMILES string = C=CCCC.O.O.O

These are the natural (NBO) partial charges, in e, on atoms 1 to 8:
1 C -0.42
2 C -0.15
3 C -0.44
4 C -0.40
5 C -0.61
6 H 0.19
7 H 0.19
8 H 0.18

(5)
Computed, not measured: a 4-piece molecular cluster, C5H16O3 overall at a distorted geometry, with ωB97M-V/def2-TZVPD.

Positions of all 24 atoms, in Å:
C 1.610 0.568 0.541
C 0.430 0.129 0.089
C -0.111 0.531 -1.248
C -0.341 -0.942 0.890
C -1.003 -0.266 2.117
H 2.360 1.231 0.127
H 1.868 0.424 1.599
H 0.571 -0.008 -1.913
H -1.121 0.155 -1.219
H -0.076 1.594 -1.567
H 0.523 -1.496 1.245
H -1.061 -1.582 0.374
H -0.346 0.207 2.924
H -1.453 0.697 1.811
H -1.423 -1.073 2.689
O 1.255 0.993 3.949
H 1.538 1.871 3.685
H 1.912 0.309 3.906
O -0.664 -1.903 -2.903
H 0.206 -1.796 -2.548
H -1.159 -2.720 -2.872
O -0.936 1.255 -3.700
H -0.755 0.801 -4.535
H -1.827 1.020 -3.439

Properties
- total charge = 0
- relative energy (zero: lowest compared OMol25 entry of this formula, charge and spin) (eV) = 2.406
- E_LUMO (hartree) = 0.025
- HOMO-LUMO gap (eV) = 9.23
- HOMO level (eV) = -8.557
- SMILES string = C=C(C)CC.O.O.O

These are the natural (NBO) partial charges, in e, on atoms 1 to 8:
1 C -0.47
2 C 0.06
3 C -0.64
4 C -0.45
5 C -0.66
6 H 0.20
7 H 0.18
8 H 0.21

(6)
Computed, not measured: a 2-piece molecular cluster, C5H16SSi2 overall at a distorted geometry, with ωB97M-V/def2-TZVPD.

Positions of all 24 atoms, in Å:
C -1.947 -0.658 -1.537
C -1.089 -2.372 1.008
C -1.717 0.724 1.274
C 1.936 0.522 -1.933
C 1.492 2.760 1.722
Si -0.908 -0.620 0.167
Si 1.252 -0.135 -0.265
S 2.401 -2.056 -0.207
H -2.113 -1.682 -1.953
H -2.911 -0.148 -1.527
H -1.462 -0.061 -2.429
H -1.801 -2.349 1.890
H -1.429 -3.300 0.457
H -0.138 -2.804 1.468
H -2.841 0.807 1.177
H -1.506 0.521 2.385
H -1.338 1.755 0.911
H 3.039 0.438 -1.698
H 1.697 0.192 -2.902
H 1.564 1.489 -2.112
H 2.274 3.260 1.170
H 0.503 3.117 1.303
H 1.721 2.144 2.572
H 3.322 -1.542 -0.939

Properties
- total charge = 0
- relative energy (zero: lowest compared OMol25 entry of this formula, charge and spin) (eV) = 2.800
- E_LUMO (spin up / spin down) (hartree) = -0.022 / 0.001
- HOMO-LUMO gap (spin up / spin down) (eV) = 8.16 / 7.20
- HOMO level (spin up / spin down) (eV) = -8.768 / -7.174

These are the natural (NBO) partial charges, in e, on atoms 1 to 8:
1 C -1.07
2 C -1.11
3 C -1.10
4 C -1.11
5 C -0.56
6 Si 1.11
7 Si 0.72
8 S -0.43

(7)
Computed, not measured: a 2-piece molecular cluster, C5H17N2O overall at a distorted geometry, with ωB97M-V/def2-TZVPD.

Positions of all 25 atoms, in Å:
C 0.935 -1.693 -1.049
C -0.138 -0.701 -1.378
C -0.770 0.015 -0.179
C 0.246 0.730 0.756
N 1.309 1.325 -0.165
C 0.812 2.627 -0.702
N 0.566 -2.547 0.139
H 1.785 -1.085 -0.590
H 1.247 -2.423 -1.839
H 0.372 0.184 -1.952
H -0.910 -0.924 -2.120
H -1.510 -0.533 0.513
H -1.460 0.823 -0.685
H 0.793 0.057 1.474
H -0.255 1.378 1.540
H 2.123 1.540 0.411
H 1.589 2.985 -1.459
H 0.850 3.484 0.030
H -0.157 2.576 -1.133
H -0.019 -3.343 -0.172
H -0.047 -1.967 0.769
H 1.420 -2.856 0.652
H -2.777 -0.628 2.684
H -3.436 0.748 2.200
O -2.566 0.228 2.256

Properties
- total charge = +1
- relative energy (zero: lowest compared OMol25 entry of this formula, charge and spin) (eV) = 2.174
- E_LUMO (hartree) = -0.127
- HOMO-LUMO gap (eV) = 9.02
- HOMO level (eV) = -12.477

These are the natural (NBO) partial charges, in e, on atoms 1 to 8:
1 C -0.23
2 C -0.48
3 C -0.48
4 C -0.26
5 N -0.66
6 C -0.44
7 N -0.69
8 H 0.25

(8)
Computed, not measured: a 3-piece molecular cluster, C5H17N2O overall at a distorted geometry, with ωB97M-V/def2-TZVPD.

Positions of all 25 atoms, in Å:
N -1.209 0.671 1.159
C -0.723 1.233 -0.097
C -1.885 1.961 -0.725
C -0.089 -0.013 -0.819
N 0.856 -0.576 -0.003
C 1.068 -1.987 -0.218
C 4.780 0.953 0.137
H 5.430 1.250 0.950
H -0.471 0.179 1.662
H -1.608 1.383 1.785
H 0.211 1.801 0.127
H -2.362 2.587 0.036
H -1.615 2.601 -1.564
H -2.664 1.237 -0.972
H -0.984 -0.663 -1.042
H 0.296 0.240 -1.833
H 1.562 -2.527 0.592
H 0.133 -2.578 -0.328
H 1.729 -2.152 -1.081
H 4.034 0.202 0.394
H 5.401 0.541 -0.649
H 4.264 1.846 -0.201
H -2.512 -1.216 0.667
H -2.955 -2.648 1.023
O -3.045 -1.955 0.360

Properties
- total charge = +1
- relative energy (zero: lowest compared OMol25 entry of this formula, charge and spin) (eV) = 5.662
- E_LUMO (hartree) = -0.317
- HOMO-LUMO gap (eV) = 5.67
- HOMO level (eV) = -14.302

These are the natural (NBO) partial charges, in e, on atoms 1 to 8:
1 N -0.80
2 C -0.02
3 C -0.64
4 C -0.40
5 N 0.17
6 C -0.55
7 C -0.85
8 H 0.23

(9)
Computed, not measured: a 2-piece molecular cluster, C5H17N2O overall at a distorted geometry, with ωB97M-V/def2-TZVPD.

Positions of all 25 atoms, in Å:
C -2.129 0.135 1.130
C -1.404 -0.262 -0.236
C -0.488 -1.432 0.144
C 0.621 -1.860 -0.878
C 1.499 -0.809 -1.591
N 2.118 0.179 -0.633
N -1.547 1.432 1.620
H -3.175 0.296 0.986
H -1.988 -0.578 1.897
H -2.080 -0.419 -1.079
H -0.889 0.672 -0.510
H -1.162 -2.230 0.418
H 0.111 -1.335 1.115
H 1.116 -2.716 -0.467
H 0.136 -2.348 -1.736
H 2.185 -1.354 -2.203
H 0.866 -0.253 -2.287
H 1.560 1.071 -0.464
H 2.336 -0.268 0.336
H 2.976 0.571 -0.985
H -1.008 1.192 2.464
H -2.255 2.148 1.670
H 0.295 3.090 -0.016
H 1.291 2.600 1.108
O 1.016 2.478 0.197

Properties
- total charge = +2
- relative energy (zero: lowest compared OMol25 entry of this formula, charge and spin) (eV) = 1.545
- E_LUMO (spin up / spin down) (hartree) = -0.255 / -0.447
- HOMO-LUMO gap (spin up / spin down) (eV) = 12.12 / 6.90
- spin multiplicity = 2
- HOMO level (spin up / spin down) (eV) = -19.064 / -19.061

These are the natural (NBO) partial charges, in e, on atoms 1 to 8:
1 C -0.26
2 C -0.38
3 C -0.42
4 C -0.44
5 C -0.23
6 N -0.72
7 N -0.29
8 H 0.27

(10)
Computed, not measured: a 2-piece molecular cluster, C5H17N2O2 overall at a distorted geometry, with ωB97M-V/def2-TZVPD.

Positions of all 26 atoms, in Å:
N -0.285 -1.407 -0.313
C -1.476 -0.515 -0.709
C -2.651 -1.157 -0.159
C -1.261 0.834 -0.214
N -0.093 1.545 -0.741
C 0.945 2.313 0.128
C 1.839 1.254 0.814
O 2.772 0.789 -0.179
H -0.277 -2.480 -0.351
H 0.460 -1.099 -0.841
H -0.029 -1.073 0.673
H -1.352 -0.402 -1.893
H -3.179 -1.943 -0.779
H -2.455 -1.464 0.758
H -3.414 -0.362 0.099
H -1.504 0.914 0.952
H -2.220 1.427 -0.610
H -0.466 2.101 -1.505
H 0.374 2.921 0.848
H 1.614 3.119 -0.353
H 2.415 1.828 1.672
H 1.264 0.418 1.209
H 2.606 0.939 -1.063
H 2.624 -2.587 0.282
H 1.986 -3.090 1.590
O 1.763 -2.823 0.684

Properties
- total charge = +1
- relative energy (zero: lowest compared OMol25 entry of this formula, charge and spin) (eV) = 3.192
- E_LUMO (hartree) = -0.107
- HOMO-LUMO gap (eV) = 10.10
- HOMO level (eV) = -13.014

These are the natural (NBO) partial charges, in e, on atoms 1 to 8:
1 N -0.70
2 C -0.06
3 C -0.65
4 C -0.27
5 N -0.70
6 C -0.26
7 C -0.06
8 O -0.74

Number 1: E -25502.6863 eV. Number 2: E -14803.9090 eV. Number 3: E -20374.0063 eV. Number 4: E -11584.8155 eV. Number 5: E -11584.4935 eV. Number 6: E -32031.8896 eV. Number 7: E -10480.7603 eV. Number 8: E -10477.2726 eV. Number 9: E -10469.2654 eV. Number 10: E -12527.4376 eV.